1.
Molecular formula: C27H28FeNO3
Method: DFT, ωB97M-V/def2-TZVPD

The LUMO energy (spin up / spin down) is -4.32 / -7.32 eV. The HOMO energy (spin up / spin down) comes out at -9.58 / -10.85 eV. Its frontier orbital gap (spin up / spin down) is 0.1931 / 0.1297 Eh. As for the multiplicity: 5. As for the total charge: +1.

```
60
Properties=species:S:1:pos:R:3:mulliken_charge:R:1
O -3.06765 0.85794 0.30680 -0.35
C -2.01231 0.78330 -0.17988 0.27
Fe -0.51705 0.42354 -1.02839 0.17
C -1.57893 0.26484 -2.41316 0.22
O -2.36184 0.15451 -3.26607 -0.34
C -0.15511 2.05879 -1.41636 0.24
O 0.03929 3.16063 -1.72618 -0.36
C -0.02827 -3.49030 1.89935 -0.97
C 0.13543 -1.96701 1.90303 -0.12
C 0.47550 -1.26717 0.61814 -0.83
C 0.58037 -1.99143 -0.55413 -0.27
C 0.35839 -3.39111 -0.54238 -0.82
C 0.16416 -4.09411 0.65137 0.44
H -0.07288 -4.03390 2.84971 0.89
H -0.83378 -1.52317 2.19707 -0.42
H 0.86056 -1.70003 2.68957 0.53
H 0.74885 -0.18465 0.73110 0.64
H 0.85017 -1.50224 -1.51289 0.36
H 0.35393 -3.95918 -1.48107 0.41
H 0.12006 -5.17635 0.59987 0.22
C 0.50922 -8.54312 1.38406 -0.82
C -0.05473 -8.98222 2.57512 -0.60
C -1.19263 -8.34037 3.12295 0.61
C -1.81453 -8.82726 4.29608 -0.72
C -2.97339 -8.24482 4.77523 -0.91
C -3.53423 -7.15164 4.09245 -0.18
C -2.88625 -6.53265 3.02356 0.43
C -3.45251 -5.22510 2.46321 -2.21
C -2.58815 -3.95518 2.59349 2.34
C -3.39080 -2.67474 2.34437 -1.62
C -3.58569 -1.97255 3.70352 0.14
C -4.03229 -3.02752 4.77657 -0.97
C -2.96597 -4.08047 4.96285 -0.04
N -1.88831 -3.86627 3.87756 -0.25
C -1.29401 -2.55306 4.40283 -0.88
C -2.25534 -1.40137 4.24635 -0.99
C -1.75833 -7.19167 2.44359 0.65
C -1.20774 -6.83382 1.19610 -0.45
C -0.07847 -7.47538 0.67970 -0.54
H 1.38886 -9.03734 0.97591 0.41
H 0.36099 -9.83753 3.11308 0.42
H -1.37809 -9.69324 4.79623 0.43
H -3.47066 -8.62895 5.66834 0.43
H -4.48143 -6.73503 4.43646 0.61
H -3.62521 -5.38051 1.38352 0.64
H -4.43518 -5.03113 2.93040 0.52
H -1.84953 -4.04290 1.78277 -0.87
H -2.87340 -2.04173 1.60309 0.36
H -4.36691 -2.92429 1.90533 0.46
H -4.33570 -1.18116 3.60024 0.47
H -4.16619 -2.50063 5.72524 0.46
H -4.99149 -3.47111 4.48591 0.45
H -2.47255 -3.99557 5.93740 0.56
H -3.38636 -5.07153 4.89952 -0.28
H -1.13003 -2.73751 5.47600 0.62
H -0.30664 -2.37800 3.99072 0.30
H -1.83331 -0.58931 3.64591 0.37
H -2.46688 -0.98092 5.23625 0.45
H -1.69491 -6.04001 0.61778 0.75
H 0.34851 -7.15350 -0.27459 0.54
```


2.
Molecular formula: CHIOS2
Method: DFT, ωB97M-V/def2-TZVPD

The LUMO energy (spin up / spin down) is -1.14 / -3.72 eV. The HOMO energy (spin up / spin down) comes out at -6.10 / -8.27 eV. Its frontier orbital gap (spin up / spin down) is 0.1825 / 0.1672 Eh. As for the multiplicity: 3.

```
6
Properties=species:S:1:pos:R:3:mulliken_charge:R:1
C 0.14081 -0.34509 0.26651 0.02
O 0.84778 -0.04899 -1.00609 -0.44
S -1.26072 0.68121 0.79200 0.05
S 0.44849 0.49484 1.91855 -0.01
I -0.26689 0.64400 -2.47740 0.03
H 0.09052 -1.42596 0.50644 0.35
```


3.
Molecular formula: C18H19Cl5NO8OsP2
Method: DFT, ωB97M-V/def2-TZVPD

The LUMO energy (spin up / spin down) is -5.29 / -5.28 eV. The HOMO energy (spin up / spin down) comes out at -10.71 / -10.71 eV. Its frontier orbital gap (spin up / spin down) is 0.1993 / 0.1994 Eh. As for the total charge: +1.

```
54
Properties=species:S:1:pos:R:3:mulliken_charge:R:1
Os -0.39195 -0.40042 -0.20322 1.00
Cl -2.77933 1.63102 0.72306 -0.17
C -3.25773 -0.03182 0.68328 0.64
C -2.27752 -1.00363 0.50427 -0.39
C -2.66947 -2.34194 0.60841 0.26
Cl -0.01944 -2.74558 0.19819 0.15
C -4.02913 -2.66391 0.73802 -0.07
Cl -4.46754 -4.32908 0.78202 -0.18
C -4.99425 -1.68077 0.85565 0.38
Cl -6.64450 -2.09397 1.02998 -0.16
C -4.59987 -0.34190 0.85292 -0.06
Cl -5.76779 0.89569 1.06260 -0.17
N 2.60249 -1.56638 0.42289 -0.27
C 1.51966 -1.80071 -0.34412 0.14
C 1.60809 -5.37002 -0.80153 -0.76
P 0.06653 -2.17676 -2.23888 0.25
O 0.32887 -2.52408 -3.76599 -0.53
O 1.65496 -1.69708 -1.65929 -0.40
O -0.72898 -0.87942 -2.00517 -0.37
P 0.44194 -5.18307 0.53687 1.10
O -0.86674 -5.91852 0.18448 -0.37
O 0.92921 -4.97226 1.88974 -0.59
O -1.80777 -3.35900 0.59639 -0.62
H 3.45351 -1.29881 -0.04996 0.27
H 2.69332 -1.96613 1.34262 0.21
H 0.20404 -2.65594 1.50117 0.49
H 1.74526 -4.43096 -1.33872 0.18
H 1.24157 -6.11625 -1.50368 0.34
H 2.55714 -5.67716 -0.36093 0.38
H 0.06848 -1.84934 -4.41730 0.34
H -1.05378 -6.81041 0.51930 0.38
C 1.74449 0.92790 -6.37401 -1.34
C 1.34477 1.30496 -4.97271 0.47
C 2.26013 1.22357 -3.92629 -0.87
C 1.90748 1.57321 -2.63148 1.32
C 2.94158 1.61477 -1.53788 -1.70
C 0.60036 1.99598 -2.38531 0.91
C -0.33815 2.10316 -3.41034 1.08
C -1.74377 2.57873 -3.16049 -1.78
C 0.05739 1.74810 -4.69617 -0.78
C 0.23775 2.43610 -1.00566 -0.44
O 0.11605 3.56913 -0.66318 -0.54
O 0.00382 1.43241 -0.07909 -0.56
H 2.80968 1.08616 -6.53765 0.38
H 1.19477 1.51269 -7.11007 0.39
H 1.53535 -0.12558 -6.57883 0.22
H 3.28206 0.92354 -4.13415 0.36
H 3.90050 1.24187 -1.89864 0.38
H 2.64644 1.04385 -0.65823 0.18
H 3.09299 2.64045 -1.19480 0.41
H -2.02633 2.51638 -2.11068 0.22
H -2.45280 1.98803 -3.73999 0.43
H -1.85204 3.62192 -3.46194 0.39
H -0.66321 1.82449 -5.50350 0.46
```


Quick rundown of total energy, same order as above: -70460.5061 -32866.7752 -120488.6175 eV
Quick rundown of energy relative to the best compared isomer or geometry (same formula, charge and spin), same order as above: 16.2 56.7 285.0 kcal per mole